This record from OMol25 describes a structure of composition C50H132As2F24N8O15P2 in a non-equilibrium geometry. The level of theory is wB97M-V/def2-TZVPD.

Each line ends with the Mulliken charge.
Atoms and positions in Å:
C: 14.078 23.092 25.457  -0.4912
O: 13.652 21.792 25.073  -0.3761
C: 14.225 20.723 25.817  -0.6119
C: 13.538 19.501 25.294  -0.6942
N: 13.859 19.298 23.843  0.5716
H: 13.218 19.844 23.261  0.3567
H: 14.762 19.718 23.572  -0.0674
C: 13.740 17.901 23.363  -0.4943
C: 13.027 17.863 21.998  -0.7270
O: 13.672 18.796 21.188  0.0137
C: 12.995 19.078 19.966  -0.7919
H: 15.168 23.219 25.321  0.0209
H: 13.908 23.077 26.535  0.4361
H: 13.459 23.853 24.959  0.2629
H: 13.890 20.761 26.869  0.5243
H: 15.339 20.656 25.908  0.3195
H: 12.468 19.592 25.167  0.4123
H: 13.780 18.624 25.926  0.4426
H: 13.272 17.311 24.136  0.5219
H: 14.766 17.538 23.220  0.1270
H: 11.951 18.155 22.084  0.4366
H: 12.970 16.853 21.579  0.4107
H: 12.500 18.182 19.555  0.4116
H: 13.749 19.440 19.192  0.0056
H: 12.243 19.850 19.955  0.3677
C: 14.976 28.722 24.396  -0.7181
O: 15.422 27.949 25.552  -0.3665
C: 15.986 28.732 26.596  -0.5355
C: 17.473 28.391 26.565  -0.7381
N: 17.536 26.888 26.349  -0.0853
H: 17.247 26.466 27.223  0.3672
H: 16.862 26.736 25.607  0.3956
C: 18.863 26.352 25.928  -0.8185
C: 18.783 24.835 25.970  -0.0958
O: 17.571 24.281 25.455  -0.4402
C: 17.600 23.915 24.067  -0.8909
H: 14.158 28.141 23.888  0.2096
H: 15.804 28.901 23.715  0.3176
H: 14.559 29.644 24.826  0.3659
H: 15.575 28.430 27.523  0.3500
H: 15.812 29.820 26.545  0.4234
H: 17.962 28.610 27.492  0.4455
H: 18.022 28.885 25.769  0.3918
H: 19.644 26.692 26.595  0.4281
H: 18.997 26.747 24.922  0.3859
H: 18.924 24.535 27.043  0.4583
H: 19.603 24.409 25.342  -0.0216
H: 18.095 22.967 23.947  0.2833
H: 18.102 24.695 23.396  0.4237
H: 16.565 24.027 23.749  0.3474
C: 19.993 22.887 15.932  -0.6074
O: 19.846 21.775 16.851  0.3461
C: 20.161 22.228 18.142  -0.8276
C: 19.716 21.211 19.165  0.2042
N: 18.225 20.904 18.993  0.9501
H: 18.191 20.739 17.950  0.1260
H: 17.927 20.127 19.647  0.3765
C: 17.219 22.129 19.269  0.1521
C: 15.810 21.731 18.848  -0.2678
O: 15.778 21.145 17.579  -0.4324
C: 15.969 22.092 16.501  -0.2354
H: 19.604 22.637 14.995  -0.0602
H: 21.037 23.100 15.867  0.3694
H: 19.430 23.756 16.312  0.1357
H: 19.719 23.228 18.315  0.2764
H: 21.274 22.361 18.305  0.5397
H: 19.995 21.513 20.159  -0.6160
H: 20.200 20.246 19.097  0.3307
H: 17.699 22.853 18.660  -0.2135
H: 17.269 22.311 20.342  0.3655
H: 15.180 22.617 19.008  0.4078
H: 15.436 20.977 19.522  -0.3138
H: 16.984 22.548 16.503  -0.1133
H: 15.183 22.855 16.657  0.3210
H: 15.836 21.567 15.580  0.1971
C: 25.047 19.382 24.891  -0.7129
O: 24.125 20.344 24.507  -0.3296
C: 22.839 19.815 24.290  -0.9145
C: 21.867 20.963 24.007  -0.0827
N: 22.288 21.496 22.708  1.1331
H: 23.284 21.731 22.806  0.5890
H: 22.198 20.796 21.933  -0.2165
C: 21.478 22.685 22.289  1.3397
C: 22.280 23.599 21.403  -0.5321
O: 23.613 23.664 21.929  -0.5005
C: 23.672 24.260 23.213  -0.6094
H: 25.805 19.885 25.513  0.2378
H: 25.568 18.926 23.989  0.2448
H: 24.487 18.654 25.468  0.3512
H: 22.547 19.179 25.171  0.5821
H: 22.802 19.139 23.453  0.3301
H: 22.045 21.770 24.810  0.3270
H: 20.812 20.605 23.959  -0.0830
H: 21.150 23.319 23.168  -0.3260
H: 20.624 22.262 21.831  -1.1311
H: 21.818 24.569 21.322  0.6274
H: 22.576 23.166 20.436  0.1476
H: 23.085 25.153 23.256  0.3234
H: 24.733 24.518 23.382  0.3032
H: 23.402 23.522 23.974  0.1596
C: 16.071 26.301 15.446  -0.3111
O: 16.974 27.163 14.774  -0.3383
C: 18.335 27.101 15.160  -0.0602
C: 19.052 28.382 14.730  -0.8726
N: 18.127 29.476 15.367  -0.1787
H: 17.196 29.191 14.931  0.4874
H: 18.063 29.280 16.345  0.3631
C: 18.370 30.906 14.995  -0.6791
C: 18.087 31.012 13.495  -0.5620
O: 16.883 30.308 13.318  -0.3444
C: 16.566 30.130 11.949  -0.7973
H: 16.027 26.424 16.563  0.1962
H: 16.417 25.266 15.213  -0.0446
H: 15.108 26.474 14.964  0.2600
H: 18.766 26.216 14.634  0.2559
H: 18.470 26.925 16.247  0.1604
H: 19.019 28.520 13.675  0.4277
H: 20.059 28.472 15.159  0.3894
H: 19.383 31.174 15.243  0.3594
H: 17.672 31.479 15.573  0.3827
H: 18.894 30.573 12.820  0.3602
H: 17.974 32.030 13.142  0.5116
H: 15.615 29.552 11.994  0.2423
H: 17.359 29.607 11.395  0.3489
H: 16.317 31.124 11.501  0.3305
C: 13.034 23.411 10.658  -0.7919
O: 11.659 23.235 11.018  -0.3398
C: 10.732 24.274 10.814  -0.5114
C: 9.397 23.758 11.291  -0.5727
N: 9.623 23.162 12.660  -0.1885
H: 8.917 22.509 13.013  0.3937
H: 10.509 22.670 12.610  0.5080
C: 9.836 24.198 13.760  -0.7870
C: 10.365 23.461 14.978  -0.5254
O: 11.330 22.533 14.466  -0.2939
C: 12.203 22.023 15.439  -0.8361
H: 13.174 23.171 9.613  0.3287
H: 13.572 22.674 11.306  0.2091
H: 13.440 24.402 10.825  0.3612
H: 10.689 24.557 9.762  0.4729
H: 11.136 25.168 11.316  0.3376
H: 9.117 22.892 10.656  0.3495
H: 8.660 24.574 11.293  0.3557
H: 8.911 24.712 13.855  0.4585
H: 10.523 24.960 13.408  0.3277
H: 9.591 22.923 15.492  0.3923
H: 10.837 24.149 15.686  0.4280
H: 13.079 21.630 14.955  0.2794
H: 11.694 21.204 15.953  0.3376
H: 12.469 22.762 16.211  0.3097
C: 17.001 15.916 19.959  -0.6384
O: 16.312 14.792 20.454  -0.3453
C: 15.173 14.436 19.631  -0.4408
C: 14.526 13.201 20.298  -0.7010
N: 15.694 12.328 20.555  -0.1980
H: 16.134 12.171 19.620  0.3756
H: 16.447 12.757 21.120  0.5705
C: 15.258 11.017 21.093  -0.6908
C: 16.560 10.198 21.308  -0.5435
O: 17.333 11.072 22.034  -0.3520
C: 18.574 10.472 22.420  -0.7787
H: 17.536 15.774 19.040  0.3823
H: 17.780 16.290 20.655  0.2750
H: 16.208 16.707 19.734  0.1372
H: 15.459 14.205 18.597  0.3927
H: 14.394 15.192 19.676  0.3324
H: 13.901 12.680 19.538  0.3746
H: 13.949 13.425 21.192  0.3843
H: 14.500 10.574 20.404  0.3781
H: 14.753 11.067 22.037  0.3616
H: 17.062 9.957 20.387  0.4301
H: 16.260 9.317 21.865  0.4068
H: 19.243 11.274 22.717  0.2726
H: 19.024 9.905 21.604  0.3526
H: 18.468 9.829 23.307  0.2752
C: 22.614 18.441 14.671  -1.0132
C: 21.245 18.705 14.073  -0.3888
N: 20.124 17.900 14.586  1.0068
C: 20.184 17.910 16.058  -1.7832
C: 18.835 18.467 14.132  -0.6804
C: 18.261 19.585 14.936  -0.9277
C: 20.314 16.485 14.101  -0.8182
C: 20.051 16.120 12.632  -0.5952
O: 21.274 16.000 11.884  -0.3766
C: 21.134 16.164 10.452  -0.6910
H: 22.938 17.404 14.415  0.3251
H: 22.659 18.637 15.814  0.1493
H: 23.247 19.104 14.074  0.4692
H: 21.284 18.610 12.973  0.4539
H: 20.981 19.702 14.316  0.2973
H: 20.336 18.957 16.432  0.3488
H: 21.045 17.380 16.466  0.5627
H: 19.223 17.542 16.474  0.5138
H: 18.160 17.594 14.019  0.4344
H: 18.933 18.892 13.107  0.4688
H: 17.320 19.864 14.411  0.3540
H: 18.911 20.443 15.020  -0.1930
H: 17.966 19.297 15.941  0.2902
H: 19.644 15.884 14.688  0.5796
H: 21.349 16.206 14.325  0.4157
H: 19.467 16.914 12.192  0.3059
H: 19.482 15.201 12.521  0.4686
H: 22.183 16.124 10.079  0.2462
H: 20.553 17.077 10.250  0.3164
H: 20.630 15.392 9.853  0.3074
As: 17.309 25.931 19.642  2.0889
F: 16.267 24.699 20.294  -0.4596
F: 16.002 27.027 19.492  -0.4854
F: 18.502 27.150 19.001  -0.5370
F: 18.665 24.704 19.747  -0.5679
F: 17.096 25.313 17.970  -0.4757
F: 17.674 26.427 21.296  -0.4984
As: 17.507 22.970 12.300  1.9204
F: 17.149 22.309 13.849  -0.4307
F: 15.887 23.319 11.874  -0.3589
F: 18.028 23.700 10.772  -0.4699
F: 19.201 22.590 12.723  -0.5419
F: 17.407 21.262 11.637  -0.5655
F: 17.837 24.503 13.186  -0.4241
P: 17.504 19.827 22.653  1.6765
F: 16.819 18.425 23.139  -0.3732
F: 17.229 19.397 21.127  -0.7554
F: 16.062 20.576 22.781  -0.8712
F: 18.049 21.286 22.261  -0.5303
F: 17.811 20.233 24.176  -0.3868
F: 18.927 19.264 22.467  -0.4678
P: 23.005 19.170 19.769  1.4376
F: 23.882 20.085 20.878  -0.4643
F: 23.042 17.899 20.729  -0.4109
F: 21.664 19.733 20.771  -0.7537
F: 21.897 18.401 18.882  -0.3109
F: 22.882 20.503 18.800  -0.3533
F: 24.249 18.752 18.939  -0.3209

Summary:
LUMO   -6.2714 eV
Calculated total energy   -302077.5021 eV
Total charge   +4